a.
A 2-piece molecular cluster, C5H12N2O3 overall, computed with ωB97M-V/def2-TZVPD.

Results
Kohn-Sham gap (eV): 10.41
Molecular weight (g mol⁻¹): 148.16

Each line ends with the Mulliken charge.
Atoms and positions in Å:
C (2.64, 0.84, 1.72)  -0.856
N (1.49, 0.36, 0.98)  -0.271
C (0.97, 1.13, -0.19)  0.655
O (1.54, 2.11, -0.61)  -0.589
O (-0.34, 1.01, -0.43)  -0.283
C (-0.93, -0.23, -0.82)  -0.480
C (-2.41, -0.04, -0.91)  0.048
C (-3.31, -1.13, -0.46)  -0.469
N (-3.21, 0.12, 0.30)  -0.572
H (3.49, 0.98, 1.04)  0.265
H (2.43, 1.80, 2.22)  0.296
H (2.92, 0.10, 2.49)  0.331
H (0.82, -0.16, 1.54)  0.231
H (-0.53, -0.53, -1.80)  0.290
H (-0.70, -1.01, -0.08)  0.277
H (-2.74, 0.58, -1.75)  0.366
H (-4.25, -1.30, -0.98)  0.261
H (-2.85, -2.03, -0.04)  0.224
H (-2.63, -0.01, 1.13)  0.275
O (2.25, -0.97, -1.41)  -0.670
H (2.26, -1.10, -0.35)  0.369
H (3.08, -0.51, -1.60)  0.301

b.
A 2-piece molecular cluster, C5H12N2O3 overall, computed with ωB97M-V/def2-TZVPD.

Results
Kohn-Sham gap (eV): 10.05
Molecular weight (g mol⁻¹): 148.16

Each line ends with the Mulliken charge.
Atoms and positions in Å:
O (-1.66, -2.01, -1.41)  -0.593
C (-1.35, -0.91, -1.00)  0.741
O (-2.01, -0.23, -0.05)  -0.451
O (-0.40, -0.20, -1.59)  -0.265
C (-0.12, 1.15, -1.16)  -0.457
C (0.97, 1.69, -2.04)  0.024
C (1.95, 2.64, -1.46)  -0.431
N (2.35, 1.29, -1.82)  -0.566
H (-2.73, -0.79, 0.29)  0.329
H (-1.03, 1.75, -1.26)  0.339
H (0.19, 1.13, -0.11)  0.209
H (0.68, 1.82, -3.09)  0.342
H (2.34, 3.45, -2.08)  0.258
H (1.86, 2.88, -0.40)  0.224
H (2.43, 0.71, -0.97)  0.281
C (-0.76, -2.54, 2.74)  -0.800
N (-0.12, -1.43, 2.05)  -0.435
H (-1.84, -2.54, 2.53)  0.254
H (-0.34, -3.49, 2.38)  0.283
H (-0.64, -2.51, 3.84)  0.306
H (0.84, -1.32, 2.36)  0.213
H (-0.60, -0.54, 2.24)  0.194

Order from most stable to least stable according to the calculation: b, a

a.
An isolated ion of composition C3H3O4S and charge -1, computed with ωB97M-V/def2-TZVPD.

Results
Net charge: -1
Kohn-Sham gap (eV): 9.01
Molecular weight (g mol⁻¹): 135.12

Each line ends with the Mulliken charge.
Atoms and positions in Å:
C (0.84, -1.03, 1.42)  0.030
C (0.27, -0.34, 0.60)  -0.381
C (-0.51, 0.50, -0.20)  -0.200
O (0.30, 1.22, -1.17)  -0.498
S (-1.78, -0.52, -1.08)  1.074
O (-1.18, -1.81, -1.38)  -0.654
O (-3.01, -0.63, -0.31)  -0.663
O (-1.95, 0.28, -2.33)  -0.728
H (1.46, -1.59, 2.18)  0.363
H (-1.26, 1.05, 0.29)  0.304
H (0.12, 0.75, -1.99)  0.352

b.
A 2-piece molecular cluster, C3H3O4S overall, computed with ωB97M-V/def2-TZVPD.

Results
Net charge: -1
Kohn-Sham gap (alpha / beta) (eV): 8.49 / 5.32
Molecular weight (g mol⁻¹): 135.12

Each line ends with the Mulliken charge.
Atoms and positions in Å:
C (-1.20, -1.31, 0.31)  0.599
C (0.20, -1.07, 1.23)  0.395
C (0.60, 1.63, -1.23)  -0.816
O (-0.96, -2.19, -0.50)  -0.623
O (-2.16, -0.62, 0.60)  -0.635
O (0.20, -0.92, 2.54)  -0.214
O (0.84, -2.09, 1.83)  -0.249
S (1.82, 1.61, 0.02)  -0.291
H (0.32, 2.62, -1.74)  0.294
H (-0.40, 1.43, -0.98)  0.265
H (0.75, 0.90, -2.07)  0.275

c.
An isolated ion of composition C3H3O4S and charge -1, computed with ωB97M-V/def2-TZVPD.

Results
Net charge: -1
Kohn-Sham gap (eV): 6.99
Molecular weight (g mol⁻¹): 135.12

Each line ends with the Mulliken charge.
Atoms and positions in Å:
C (1.82, -0.08, 1.38)  -0.240
C (-0.10, 0.43, -1.11)  -0.377
C (-0.32, -0.94, 0.79)  -0.130
O (-0.84, -0.18, -2.21)  -0.283
O (-0.57, 2.32, -2.92)  -0.567
O (0.61, -0.43, 1.80)  -0.198
O (-0.83, 0.08, 0.10)  -0.121
S (-1.24, 1.40, -1.99)  0.294
H (2.39, 0.48, 2.32)  0.078
H (0.19, -1.67, 0.22)  0.414
H (-1.10, -1.41, 1.61)  0.128

Order from most stable to least stable according to the calculation: a, b, c

a.
A 4-piece molecular cluster, CH10N2O3 overall, computed with ωB97M-V/def2-TZVPD.

Results
Kohn-Sham gap (eV): 10.10
Molecular weight (g mol⁻¹): 98.10

Each line ends with the Mulliken charge.
Atoms and positions in Å:
H (-2.49, 1.82, 0.53)  0.183
N (-1.97, 0.99, 0.32)  -0.652
C (-1.15, 0.48, 1.15)  0.063
N (-0.64, -0.77, 1.00)  -0.397
H (-0.84, 0.95, 2.09)  0.365
H (0.33, -0.94, 1.24)  0.273
H (-1.05, -1.39, 0.32)  0.225
O (1.43, 0.15, -0.87)  -0.673
H (0.58, 0.22, -1.37)  0.361
H (2.00, 0.80, -1.29)  0.286
O (-0.78, 0.29, -2.41)  -0.744
H (-1.47, 0.47, -1.74)  0.357
H (-0.90, -0.63, -2.67)  0.329
O (2.31, -0.89, 1.43)  -0.714
H (2.59, -1.63, 0.88)  0.310
H (2.18, -0.20, 0.74)  0.428

b.
A 4-piece molecular cluster, CH10N2O3 overall, computed with ωB97M-V/def2-TZVPD.

Results
Kohn-Sham gap (eV): 10.42
Molecular weight (g mol⁻¹): 98.10

Each line ends with the Mulliken charge.
Atoms and positions in Å:
H (-3.50, 0.89, 0.20)  0.199
N (-2.58, 0.62, -0.15)  -0.616
C (-1.63, 0.62, 0.68)  0.061
N (-0.34, 0.39, 0.26)  -0.376
H (-1.67, 0.88, 1.74)  0.312
H (0.27, -0.15, 0.88)  0.222
H (-0.28, 0.07, -0.70)  0.227
O (3.04, 0.38, -0.45)  -0.645
H (2.72, -0.34, -1.01)  0.319
H (2.60, 1.21, -0.67)  0.323
O (-1.55, -0.23, -2.66)  -0.732
H (-2.08, -0.11, -1.84)  0.419
H (-1.85, 0.45, -3.26)  0.306
O (2.11, -1.52, 2.65)  -0.666
H (2.19, -2.34, 2.16)  0.317
H (2.56, -0.81, 2.19)  0.331

Order from most stable to least stable according to the calculation: a, b

a.
A 7-piece molecular cluster, C24H50NO13S5 overall, computed with ωB97M-V/def2-TZVPD.

Results
Net charge: +1
Kohn-Sham gap (eV): 9.60
Molecular weight (g mol⁻¹): 720.99

Each line ends with the Mulliken charge.
Atoms and positions in Å:
N (3.56, 33.86, 4.45)  0.109
H (2.64, 33.52, 4.13)  0.091
H (3.38, 34.58, 3.85)  0.425
H (4.35, 33.23, 4.17)  0.297
H (3.49, 34.12, 5.57)  0.203
C (1.33, 29.71, 9.58)  -1.413
C (1.12, 31.00, 8.72)  0.294
C (2.26, 32.09, 8.89)  -0.768
O (2.63, 32.24, 7.44)  -0.007
C (2.15, 31.36, 6.77)  0.461
O (2.33, 31.22, 5.55)  -0.560
O (1.29, 30.54, 7.42)  -0.328
H (2.24, 29.26, 9.19)  0.347
H (0.53, 28.99, 9.25)  0.338
H (1.25, 29.99, 10.56)  0.473
H (0.01, 31.46, 8.91)  0.234
H (2.96, 31.60, 9.31)  0.509
H (2.04, 33.00, 9.52)  0.383
C (9.50, 31.48, 3.42)  -0.296
C (10.58, 32.57, 3.44)  -0.701
C (9.84, 33.92, 3.82)  -0.337
S (8.30, 33.61, 2.98)  0.949
O (8.18, 34.48, 1.85)  -0.789
O (7.28, 33.58, 3.88)  -0.426
C (8.44, 31.96, 2.39)  -0.700
H (9.05, 31.30, 4.32)  0.116
H (9.93, 30.39, 3.13)  0.305
H (11.09, 32.76, 2.56)  0.393
H (11.43, 32.35, 4.13)  0.364
H (10.32, 34.76, 3.50)  0.479
H (9.46, 33.95, 4.75)  -0.100
H (8.79, 31.69, 1.38)  0.310
H (7.44, 31.63, 2.54)  0.417
C (3.90, 37.74, 8.90)  -1.160
C (2.58, 37.12, 8.37)  0.085
C (2.25, 37.88, 7.12)  -1.364
S (3.82, 38.21, 6.34)  1.106
O (3.78, 39.54, 5.82)  -0.708
O (4.07, 36.95, 5.66)  -0.528
C (4.78, 38.24, 7.76)  -0.277
H (4.28, 37.00, 9.38)  0.477
H (3.93, 38.48, 9.64)  0.427
H (1.63, 37.08, 9.14)  0.297
H (3.06, 36.17, 8.24)  -0.058
H (1.75, 38.84, 7.34)  0.355
H (1.65, 37.46, 6.59)  0.893
H (5.19, 39.17, 8.01)  0.447
H (5.62, 37.48, 7.42)  -0.008
C (1.90, 35.34, -0.85)  -0.482
C (0.75, 36.41, -0.78)  -0.957
C (0.26, 36.46, 0.65)  -0.651
S (0.74, 34.84, 1.31)  1.151
O (-0.48, 34.22, 1.69)  -0.707
O (1.82, 35.10, 2.31)  -0.690
C (1.46, 34.19, -0.19)  -1.157
H (2.87, 35.62, -0.40)  0.309
H (2.20, 35.11, -2.08)  0.273
H (-0.05, 36.41, -1.26)  0.535
H (1.27, 37.29, -1.06)  0.355
H (-0.85, 36.41, 0.56)  0.348
H (0.55, 37.37, 1.12)  0.334
H (0.63, 33.74, -0.64)  0.447
H (1.96, 33.36, 0.04)  0.829
C (7.23, 33.01, 9.61)  -0.756
C (7.04, 34.43, 9.04)  -0.354
C (7.43, 34.38, 7.56)  -0.669
S (6.96, 32.83, 7.01)  1.074
O (8.07, 32.09, 6.53)  -0.661
O (5.79, 32.93, 6.14)  -0.438
C (6.57, 32.02, 8.60)  -0.241
H (6.76, 33.01, 10.62)  0.404
H (8.36, 32.76, 9.66)  0.334
H (7.69, 35.02, 9.60)  0.488
H (5.75, 34.57, 9.33)  -0.088
H (8.46, 34.32, 7.43)  0.452
H (6.84, 35.06, 6.85)  0.283
H (6.86, 30.85, 8.69)  0.347
H (5.58, 32.25, 8.68)  -0.160
C (-0.94, 29.46, 2.78)  -0.914
C (0.29, 28.59, 2.54)  -0.680
C (1.61, 29.51, 2.51)  -0.660
S (1.16, 31.00, 1.88)  1.235
O (1.59, 30.97, 0.52)  -0.799
O (1.51, 32.12, 2.70)  -0.465
C (-0.62, 30.72, 1.96)  -0.813
H (-0.88, 29.72, 3.89)  0.169
H (-1.80, 29.18, 2.60)  0.742
H (0.21, 28.12, 1.48)  0.250
H (0.26, 27.82, 3.30)  0.440
H (2.13, 29.10, 1.70)  0.510
H (1.97, 29.58, 3.55)  0.107
H (-1.06, 30.55, 0.88)  0.297
H (-1.01, 31.56, 2.37)  0.575

b.
A 7-piece molecular cluster, C24H50NO13S5 overall, computed with ωB97M-V/def2-TZVPD.

Results
Net charge: +1
Kohn-Sham gap (eV): 9.92
Molecular weight (g mol⁻¹): 720.99

Each line ends with the Mulliken charge.
Atoms and positions in Å:
N (0.62, -0.12, -0.26)  0.242
H (0.54, 0.10, -1.15)  0.241
H (-0.04, 0.16, 0.37)  0.163
H (1.63, 0.28, -0.15)  0.248
H (0.67, -1.06, 0.08)  0.209
C (-4.09, -3.39, -1.64)  -1.458
C (-3.73, -2.98, -0.20)  0.515
C (-3.85, -3.90, 1.01)  -0.419
O (-2.49, -4.05, 1.47)  -0.330
C (-1.73, -3.18, 0.82)  0.143
O (-0.49, -3.06, 0.99)  -0.528
O (-2.39, -2.47, -0.08)  0.334
H (-4.18, -2.58, -2.44)  0.176
H (-5.15, -3.67, -1.51)  0.446
H (-3.56, -4.17, -1.96)  0.447
H (-4.35, -1.96, 0.04)  0.121
H (-4.44, -4.89, 0.69)  0.292
H (-4.33, -3.43, 1.84)  0.324
C (-1.27, 5.89, 1.15)  -1.025
C (-0.76, 5.43, 2.54)  -0.521
C (0.61, 4.87, 2.23)  -0.723
S (0.48, 4.05, 0.73)  1.217
O (0.33, 2.57, 0.90)  -0.482
O (1.54, 4.47, -0.14)  -0.754
C (-1.07, 4.72, 0.14)  -0.446
H (-0.66, 6.67, 0.76)  0.402
H (-2.26, 6.03, 1.24)  0.457
H (-1.49, 4.56, 3.00)  0.168
H (-0.71, 6.20, 3.28)  0.422
H (1.01, 4.16, 3.09)  0.279
H (1.25, 5.69, 2.34)  0.462
H (-1.81, 3.87, 0.27)  0.007
H (-1.06, 5.08, -0.81)  0.618
C (0.30, -5.61, -1.51)  0.067
C (-0.51, -5.83, -2.88)  -0.729
C (-0.61, -4.56, -3.60)  -0.188
S (0.58, -3.39, -2.95)  1.017
O (-0.10, -2.39, -2.24)  -0.414
O (1.48, -3.19, -4.01)  -0.735
C (1.40, -4.57, -1.84)  -0.716
H (1.01, -6.48, -0.96)  0.299
H (-0.43, -5.08, -0.81)  -0.213
H (-1.46, -6.41, -2.68)  0.391
H (0.16, -6.39, -3.55)  0.295
H (-1.69, -4.15, -3.29)  -0.216
H (-0.80, -4.50, -4.68)  0.478
H (1.99, -4.04, -0.99)  0.292
H (2.35, -5.05, -2.28)  0.360
C (-0.12, -2.60, 5.02)  -0.652
C (1.17, -2.23, 5.73)  -1.120
C (1.94, -1.27, 4.86)  -0.855
S (0.80, -0.26, 3.95)  1.267
O (1.34, -0.35, 2.67)  -0.605
O (0.64, 1.04, 4.62)  -0.730
C (-0.59, -1.37, 4.30)  -0.312
H (-0.63, -3.03, 5.72)  0.651
H (0.18, -3.33, 4.23)  0.127
H (1.87, -2.86, 5.96)  0.588
H (0.99, -1.76, 6.59)  0.436
H (2.45, -1.61, 4.08)  0.551
H (2.56, -0.44, 5.54)  0.294
H (-1.35, -1.46, 3.42)  0.031
H (-1.25, -0.75, 5.10)  0.326
C (-4.05, 1.27, -1.41)  -1.449
C (-3.47, 0.19, -2.31)  1.022
C (-2.34, 0.61, -3.21)  -1.406
S (-2.08, 2.34, -2.71)  0.960
O (-1.74, 3.13, -3.79)  -0.777
O (-1.21, 2.35, -1.65)  -0.391
C (-3.73, 2.51, -2.08)  -1.002
H (-3.38, 1.34, -0.53)  0.079
H (-4.89, 1.24, -1.06)  1.241
H (-4.41, -0.42, -2.89)  0.322
H (-3.07, -0.61, -1.57)  -0.679
H (-2.78, 0.82, -4.20)  0.322
H (-1.53, 0.02, -3.47)  0.715
H (-4.31, 2.76, -2.79)  0.663
H (-4.00, 3.47, -1.33)  0.274
C (6.19, 3.76, -0.71)  -0.972
C (6.49, 2.71, -1.88)  -0.714
C (5.63, 1.61, -1.42)  -0.984
S (4.09, 2.35, -1.21)  1.254
O (3.29, 1.73, -0.23)  -0.757
O (3.54, 2.54, -2.59)  -0.791
C (4.73, 3.86, -0.66)  -0.582
H (6.47, 4.77, -0.96)  0.307
H (6.48, 3.45, 0.20)  0.453
H (7.49, 2.49, -1.67)  0.377
H (6.27, 2.92, -2.86)  0.411
H (5.88, 1.28, -0.45)  0.396
H (5.63, 0.77, -2.00)  0.592
H (4.30, 4.11, 0.30)  0.386
H (4.08, 4.67, -1.07)  0.497

Order from most stable to least stable according to the calculation: b, a

a.
One molecule with the formula CH3N3P2, computed with ωB97M-V/def2-TZVPD.

Results
Kohn-Sham gap (eV): 8.57
Molecular weight (g mol⁻¹): 119.00

Each line ends with the Mulliken charge.
Atoms and positions in Å:
P (-0.81, 0.42, -0.66)  -0.100
P (1.12, -0.47, -0.06)  0.125
C (0.50, -1.87, 0.98)  -0.036
N (0.46, -2.94, 0.27)  -0.187
N (0.67, -2.73, -1.04)  -0.218
N (1.10, -1.60, -1.39)  -0.121
H (-0.25, 1.66, -1.16)  0.092
H (-0.94, 1.16, 0.56)  0.081
H (0.11, -1.74, 2.03)  0.365

b.
One molecule with the formula CH3N3P2, computed with ωB97M-V/def2-TZVPD.

Results
Kohn-Sham gap (eV): 8.52
Molecular weight (g mol⁻¹): 119.00

Each line ends with the Mulliken charge.
Atoms and positions in Å:
C (0.46, -0.99, -0.90)  -0.312
N (-0.11, -1.06, -1.99)  0.519
N (-0.92, -0.81, -2.72)  -0.541
N (-1.41, 1.32, -0.66)  -0.514
P (-0.42, 0.46, 0.04)  0.481
P (0.84, 0.63, 1.78)  -0.198
H (1.40, -1.28, -0.56)  0.331
H (0.12, -0.06, 2.75)  0.102
H (0.02, 1.78, 2.26)  0.133

Order from most stable to least stable according to the calculation: a, b